[1]
A structure of composition C28H27BMnNO3PS. Source: the Open Molecules 2025 dataset; level of theory: wB97M-V/def2-TZVPD.

ORCA input file:
```
! wB97M-V def2-TZVPD RIJCOSX def2/J DEFGRID3
* xyz 2 2
Mn -0.1004 -0.0971 0.3480
O -2.2093 -1.8788 -2.2473
C -2.1805 -1.5756 -1.1112
O -1.3082 -0.5083 -0.7423
C -2.9748 -2.1297 0.0007
C -4.0064 -2.9867 -0.3670
C -4.8567 -3.5042 0.5968
C -4.6877 -3.1617 1.9302
C -3.6513 -2.3203 2.3085
C -2.7837 -1.8083 1.3462
P -1.4954 -0.7525 2.0169
C -0.5960 -1.6475 3.2488
C 0.1021 -0.9662 4.2546
C 0.8418 -1.6869 5.1766
C 0.9101 -3.0729 5.0805
C 0.2405 -3.7475 4.0667
C -0.5127 -3.0413 3.1463
C -2.2168 0.7496 2.6261
C -2.4983 0.9319 3.9825
C -3.1412 2.0918 4.3861
C -3.4888 3.0614 3.4544
C -3.2155 2.8772 2.1034
C -2.5841 1.7200 1.6853
H -4.1347 -3.2292 -1.4130
H -5.6576 -4.1693 0.3044
H -5.3608 -3.5506 2.6822
H -3.5201 -2.0730 3.3556
H 0.0330 0.1099 4.3430
H 1.3574 -1.1722 5.9773
H 1.4866 -3.6334 5.8054
H 0.3021 -4.8247 3.9951
H -1.0285 -3.5714 2.3557
H -2.2411 0.1765 4.7129
H -3.3755 2.2360 5.4321
H -3.9844 3.9657 3.7819
H -3.5053 3.6276 1.3810
H -2.4110 1.5677 0.6238
B 1.7322 -4.1693 0.2473
C 1.2456 -2.7272 0.3812
N 0.8424 -1.6368 0.4887
H 2.6446 -4.1945 -0.5462
H 0.7365 -4.7276 -0.1902
H 2.0429 -4.5399 1.3621
C 6.0928 -2.9253 -0.1629
C 5.1815 -1.9032 0.4433
C 4.7022 -0.8357 -0.3346
C 3.8342 0.0943 0.1891
C 3.4334 -0.0488 1.5218
C 3.8897 -1.0927 2.3187
C 4.7714 -2.0091 1.7701
S 2.2554 0.9988 2.2305
C 2.8583 2.6360 1.9374
O 1.0139 0.9863 1.2267
H 6.8443 -2.4541 -0.7959
H 5.5120 -3.6042 -0.7917
H 6.5952 -3.5173 0.5988
H 5.0218 -0.7453 -1.3652
H 3.4671 0.9033 -0.4308
H 3.5604 -1.1909 3.3444
H 5.1396 -2.8249 2.3787
H 3.2131 2.7254 0.9134
H 3.6715 2.7844 2.6491
H 2.0435 3.3267 2.1463
*
```

Output
LUMO energy (spin up / spin down) = -9.1 / -8.1 eV
Strongest force on any atom = 0.5 eV/Å
Energy = -89209.45644 eV
⟨S²⟩ = 0.835

[2]
A structure of composition C16H25BaF9N2O3Si in a non-equilibrium geometry. Source: the Open Molecules 2025 dataset; level of theory: wB97M-V/def2-TZVPD.

ORCA input file:
```
! wB97M-V def2-TZVPD RIJCOSX def2/J DEFGRID3
* xyz 2 1
C 0.8170 0.6663 3.8467
C 1.8742 1.4603 2.8445
C 2.4369 0.3765 1.7137
N 2.4998 0.9100 0.3142
C 1.2270 0.7358 -0.4823
C -0.1634 0.4658 0.3196
C -1.5278 0.4077 -0.5716
O -2.6407 1.2586 -0.0628
Si -4.0513 0.2930 0.3508
C -3.8806 -0.7051 2.0012
C -5.5353 1.5535 0.6107
C -4.6528 -0.8908 -1.0718
C 1.0537 2.2926 -1.0772
N 0.7874 3.4192 -0.1180
O 0.4255 2.3123 -2.4351
C 1.0412 1.1041 -3.0808
O 1.1337 1.0456 -4.4088
C 1.5767 0.0395 -1.9068
C 1.0701 -1.4247 -2.3646
F -0.3753 -1.4885 -2.8038
F 1.8249 -1.7451 -3.6371
C 1.3155 -2.6766 -1.3626
F 1.3052 -2.3755 0.0869
F 0.1479 -3.6170 -1.5709
C 2.6454 -3.5936 -1.6356
F 2.6706 -4.5902 -0.4961
F 2.5406 -4.4679 -2.8638
C 4.0803 -2.8006 -1.5279
F 4.5906 -2.2498 -2.8054
F 5.0848 -3.8551 -1.1204
F 4.1352 -1.7820 -0.4335
H 0.3445 -0.2942 3.3753
H 1.4598 0.3286 4.7919
H -0.0716 1.3664 4.1651
H 2.7876 1.7884 3.5326
H 1.4339 2.4348 2.3709
H 3.5658 0.1674 2.0436
H 1.8750 -0.6364 1.8625
H 3.3585 0.6424 -0.2103
H -0.1593 -0.5068 1.0121
H -0.3099 1.3613 1.0967
H -1.4021 0.6001 -1.7181
H -1.9400 -0.7095 -0.4773
H -4.9702 -0.7674 2.4828
H -3.2029 -0.1587 2.7999
H -3.5461 -1.8355 1.8286
H -5.6367 2.2318 -0.3533
H -6.5019 0.9025 0.8122
H -5.2547 2.2057 1.5417
H -4.5287 -2.0349 -0.7575
H -3.8885 -0.7218 -1.9724
H -5.7738 -0.6647 -1.3912
H 2.1880 2.5050 -1.3846
H 1.7056 3.6833 0.3461
H 0.5778 4.2650 -0.7291
H 2.7348 0.0076 -2.1967
Ba 1.6981 3.7613 2.8771
*
```

Output
LUMO energy = -8.3 eV
Strongest force on any atom = 18.2 eV/Å
Energy = -59117.42666 eV

[3]
A cluster of 3 separate species, C8H14ClN2O2 in total in a non-equilibrium geometry. Source: the Open Molecules 2025 dataset; level of theory: wB97M-V/def2-TZVPD.

ORCA input file:
```
! wB97M-V def2-TZVPD RIJCOSX def2/J DEFGRID3
* xyz -1 1
C 1.5233 -0.0596 -2.8880
C 1.2515 -0.4460 -1.4523
N -0.1576 -0.2597 -1.0781
C -1.2730 -0.6701 -1.7669
C -2.3475 -0.2400 -1.0803
N -1.8629 0.4313 0.0232
C -0.5495 0.3059 0.0466
C -2.7077 1.0351 1.0398
H 1.3651 1.0070 -3.0363
H 0.9716 -0.7139 -3.5662
H 2.5762 -0.2448 -3.1020
H 1.8428 0.1613 -0.7692
H 1.5215 -1.4699 -1.1989
H -1.2059 -1.1722 -2.7150
H -3.3919 -0.4293 -1.2354
H 0.1025 0.7969 0.7655
H -3.6631 0.5237 1.1025
H -2.8813 2.0744 0.7632
H -2.1615 1.0768 1.9785
C 1.2000 -0.4145 2.7423
C 2.1290 -0.9882 1.6548
O 3.2447 -0.4482 1.4886
O 1.6850 -2.0323 1.0746
H 1.3284 0.6411 2.9782
H 1.4361 -0.9420 3.6751
H 0.1503 -0.6164 2.5192
Cl -0.1259 3.0938 2.0364
*
```

Output
LUMO energy = 2.6 eV
Strongest force on any atom = 1.7 eV/Å
Energy = -28122.46633 eV

[4]
The ion C9H15O2 with charge +1 in a non-equilibrium geometry. Source: the Open Molecules 2025 dataset; level of theory: wB97M-V/def2-TZVPD.

ORCA input file:
```
! wB97M-V def2-TZVPD RIJCOSX def2/J DEFGRID3
* xyz 1 1
C 1.4309 -0.1465 -1.4826
C 0.7384 1.3824 -1.5535
C -0.8417 -1.5367 -0.8729
C 0.2374 1.7746 1.0036
C -1.5027 -1.4685 0.5329
C -0.9689 0.8849 0.9352
C 0.6170 -1.2655 -0.5866
C 1.0240 1.9706 -0.2800
C -0.4788 -0.5739 1.2393
O -0.5692 -0.7331 2.5851
O 0.6996 -0.9563 0.7996
H 1.4401 -0.4190 -2.4766
H 2.4943 -0.2695 -1.0984
H 1.2731 1.7980 -2.4235
H -0.3331 1.3006 -1.7842
H -0.8188 -2.5779 -1.3159
H -1.4514 -0.8904 -1.5817
H -0.0983 2.7193 1.3703
H 0.8395 1.2905 1.6588
H -2.4738 -1.0486 0.5098
H -1.4770 -2.5099 0.9428
H -1.5814 1.0515 1.8794
H -1.5743 0.8458 0.0291
H 1.2861 -2.0789 -0.8390
H 1.8161 2.6501 -0.1274
H 0.2732 -1.1935 2.9367
*
```

Output
LUMO energy = -6.3 eV
Strongest force on any atom = 5.3 eV/Å
Energy = -13661.10635 eV

[5]
A structure of composition C3H7N3O2 in a non-equilibrium geometry. Source: the Open Molecules 2025 dataset; level of theory: wB97M-V/def2-TZVPD.

ORCA input file:
```
! wB97M-V def2-TZVPD RIJCOSX def2/J DEFGRID3
* xyz 0 1
C 0.3592 -0.1403 0.6688
C -0.4683 0.3181 -0.6017
C -0.1257 -0.3124 -1.8793
H -1.7838 0.3686 2.8268
H -0.3189 1.9026 2.6854
H 1.3720 -1.6348 1.3482
H 1.8154 -0.9418 -0.3240
H -1.6278 0.1581 -0.3201
H -0.5843 1.3819 -0.7747
H 1.1844 0.0119 -3.0486
N -0.9526 0.9380 1.9307
N -0.0348 -0.1444 2.0044
N 1.1661 -1.2937 0.3660
O 0.8007 0.5303 -2.2931
O -0.8018 -1.1421 -2.5889
*
```

Output
LUMO energy = 0.3 eV
Strongest force on any atom = 8.1 eV/Å
Energy = -11784.02229 eV

[6]
A structure of composition C32H38N7OPTi. Source: the Open Molecules 2025 dataset; level of theory: wB97M-V/def2-TZVPD.

ORCA input file:
```
! wB97M-V def2-TZVPD RIJCOSX def2/J DEFGRID3
* xyz 3 2
Ti -0.5204 -0.3645 0.4348
C -2.2763 -3.1885 0.3721
C -0.8580 -3.6892 0.6351
C -0.0470 -3.3671 -0.5798
C 0.4956 -4.3705 -1.3701
C 1.0548 -4.0571 -2.5962
C 1.0734 -2.7268 -2.9937
C 0.5671 -1.7768 -2.1355
N -0.0003 -2.0713 -0.9496
N -2.4239 -1.7198 0.5993
C -3.3289 -1.1580 -0.4315
C -3.4841 0.3201 -0.2074
C -4.6342 0.9990 -0.5641
C -4.7442 2.3426 -0.2374
C -3.7124 2.9442 0.4684
C -2.5915 2.1985 0.7758
N -2.4557 0.9122 0.4213
C -3.0106 -1.5052 1.9504
C -1.9660 -1.2247 2.9866
C -2.2674 -1.3254 4.3331
C -1.3068 -0.9804 5.2683
C -0.0667 -0.5390 4.8232
C 0.1591 -0.4694 3.4683
N -0.7633 -0.8158 2.5487
H -2.5345 -3.4077 -0.6641
H -2.9921 -3.7275 0.9918
H -0.4417 -3.2415 1.5414
H -0.8767 -4.7660 0.7922
H 0.4436 -5.3972 -1.0343
H 1.4627 -4.8326 -3.2311
H 1.4942 -2.4306 -3.9448
H 0.6324 -0.7291 -2.3836
H -2.8892 -1.3592 -1.4128
H -4.3057 -1.6507 -0.4089
H -5.4411 0.4789 -1.0630
H -5.6336 2.9007 -0.4984
H -3.7834 3.9737 0.7896
H -1.7769 2.6303 1.3408
H -3.6918 -0.6549 1.9303
H -3.6103 -2.3669 2.2465
H -3.2451 -1.6711 4.6420
H -1.5206 -1.0499 6.3266
H 0.7123 -0.2571 5.5169
H 1.1010 -0.1256 3.0806
C 0.9954 4.1671 0.6287
N 0.5816 3.3284 -0.5043
C 0.5829 3.8057 -1.7817
C 0.1633 3.0496 -2.8167
C -0.2902 1.7326 -2.5354
N -0.1985 1.2395 -1.2893
C 0.2281 2.0393 -0.2960
O 0.2335 1.5335 0.8681
N -0.8079 0.9735 -3.4983
H 0.9563 5.2086 0.3235
H 2.0083 3.9150 0.9334
H 0.3220 4.0100 1.4664
H 0.9194 4.8254 -1.9083
H 0.1473 3.4440 -3.8215
H -0.9111 1.3350 -4.4332
H -1.2039 0.0713 -3.2974
C 3.1637 -2.0980 0.1218
P 2.3373 -0.5142 0.4960
C 3.2193 -0.0607 2.0334
C 3.0720 0.6519 -0.7052
C 3.4877 1.9201 -0.3003
C 4.0496 2.8057 -1.2116
C 4.2049 2.4374 -2.5398
C 3.8086 1.1712 -2.9520
C 3.2474 0.2869 -2.0429
H 4.2453 -1.9702 0.1659
H 2.8981 -2.4747 -0.8628
H 2.8640 -2.8349 0.8690
H 2.8647 0.8836 2.4452
H 4.2849 0.0268 1.8210
H 3.0836 -0.8493 2.7742
H 3.4137 2.2170 0.7381
H 4.4000 3.7731 -0.8738
H 4.6656 3.1186 -3.2426
H 3.9684 0.8616 -3.9766
H 2.9991 -0.7136 -2.3729
*
```

Output
LUMO energy (spin up / spin down) = -8.8 / -8.5 eV
Strongest force on any atom = 0.3 eV/Å
Energy = -78665.27260 eV
⟨S²⟩ = 0.754

[7]
A structure of composition C24H17F3MnN2O4PS3. Source: the Open Molecules 2025 dataset; level of theory: wB97M-V/def2-TZVPD.

ORCA input file:
```
! wB97M-V def2-TZVPD RIJCOSX def2/J DEFGRID3
* xyz 1 4
Mn -0.3384 0.2192 -0.1751
O 1.8558 3.2593 1.2672
S 0.6952 2.5038 0.9367
O 0.5321 1.2443 1.7221
O 0.5893 2.0636 -0.4894
C -0.7358 3.4744 1.3008
C -0.5384 4.6403 2.0206
C -1.6273 5.4445 2.3303
C -2.8989 5.0694 1.9344
C -3.0885 3.8923 1.2220
C -2.0094 3.0885 0.8701
P -2.3072 1.5841 -0.1177
C -2.6291 2.1234 -1.8132
C -2.0323 1.4109 -2.8488
C -2.2359 1.7756 -4.1722
C -3.0452 2.8609 -4.4661
C -3.6475 3.5803 -3.4403
C -3.4393 3.2173 -2.1210
C -3.8597 0.9481 0.5626
C -5.0265 0.8480 -0.1886
C -6.1713 0.3010 0.3803
C -6.1494 -0.1486 1.6910
C -4.9820 -0.0572 2.4414
C -3.8390 0.4843 1.8796
H 0.4609 4.9068 2.3339
H -1.4769 6.3587 2.8878
H -3.7513 5.6887 2.1786
H -4.0947 3.5884 0.9599
H -1.3945 0.5543 -2.6421
H -1.7569 1.2187 -4.9658
H -3.2042 3.1533 -5.4954
H -4.2763 4.4297 -3.6705
H -3.9012 3.7976 -1.3331
H -5.0489 1.1940 -1.2144
H -7.0791 0.2312 -0.2039
H -7.0420 -0.5718 2.1320
H -4.9636 -0.4104 3.4638
H -2.9323 0.5558 2.4720
F -0.3055 -6.2848 -0.4312
C -0.0680 -5.2810 0.4212
F -0.4598 -5.6788 1.6399
F 1.2582 -5.0825 0.4638
C -0.8293 -4.0405 0.0089
C -2.1541 -4.2259 -0.3412
C -2.9466 -3.1415 -0.6747
C -2.3771 -1.8932 -0.6086
N -1.0912 -1.6853 -0.2680
C -0.3045 -2.7427 0.0065
S 1.3974 -2.4675 0.3647
H -2.5578 -5.2303 -0.3551
H -3.9812 -3.2543 -0.9609
H -2.9620 -1.0112 -0.8215
O 3.2916 -0.6785 1.6276
S 2.5149 0.0641 0.6776
N 1.4663 -0.8031 -0.0711
*
```

Output
LUMO energy (spin up / spin down) = -4.0 / -4.1 eV
Strongest force on any atom = 0.6 eV/Å
Energy = -117595.96684 eV
⟨S²⟩ = 3.775

[8]
A structure of composition C36H71As3N2P2Y. Source: the Open Molecules 2025 dataset; level of theory: wB97M-V/def2-TZVPD.

ORCA input file:
```
! wB97M-V def2-TZVPD RIJCOSX def2/J DEFGRID3
* xyz 3 1
Y 0.5041 -0.3826 -0.2536
C 2.3722 3.6873 -1.3008
As 1.5994 2.5774 0.1118
C 3.0675 2.6971 1.3961
C 0.4534 3.9015 1.0175
C -0.8535 4.3906 0.3793
C -0.5998 4.9362 -1.0287
C -1.9441 3.3168 0.3324
As -1.8217 1.6797 -0.7681
C -3.7298 1.2911 -0.5968
C -1.8368 2.2912 -2.6261
C -1.3800 5.5774 1.2287
As -2.1344 5.5376 3.0847
C -3.9061 4.7761 2.7143
C -1.3768 3.9339 3.9608
H 2.3522 4.7203 -0.9580
H 1.8204 3.6128 -2.2338
H 3.4076 3.4053 -1.4733
H 3.2483 3.7496 1.6070
H 3.9788 2.2635 0.9858
H 2.8146 2.1893 2.3267
H 1.1210 4.7561 1.1485
H 0.2632 3.5190 2.0159
H -0.2253 4.1723 -1.7136
H 0.1217 5.7555 -1.0093
H -1.5257 5.3324 -1.4512
H -2.8657 3.7861 -0.0140
H -2.1565 2.9427 1.3338
H -4.2620 2.2150 -0.8122
H -3.9739 0.9767 0.4158
H -4.0539 0.5393 -1.3143
H -2.4078 3.2154 -2.6968
H -2.3256 1.5320 -3.2360
H -0.8329 2.4632 -3.0111
H -2.1918 6.0549 0.6709
H -0.5869 6.3270 1.2694
H -4.3994 5.3793 1.9514
H -4.4972 4.8527 3.6260
H -3.8891 3.7323 2.3987
H -0.3162 4.0768 4.1755
H -1.5379 3.0020 3.4121
H -1.8972 3.8527 4.9167
C 0.1025 0.6601 4.1302
C 0.5357 -0.4582 4.8263
C 1.0016 -1.5594 4.1224
C 1.0436 -1.5183 2.7399
N 0.6486 -0.4190 2.0618
C 0.1749 0.6312 2.7546
C 1.4787 -2.6644 1.9069
C 1.9915 -3.8307 2.4454
C 2.3364 -4.8771 1.5995
C 2.1655 -4.7202 0.2358
C 1.6686 -3.5160 -0.2263
N 1.3224 -2.5045 0.5758
H -0.2883 1.5336 4.6338
H 0.4995 -0.4823 5.9086
H 1.3151 -2.4423 4.6594
H -0.1697 1.4764 2.1723
H 2.1287 -3.9358 3.5122
H 2.7342 -5.7985 2.0062
H 2.4200 -5.5062 -0.4633
H 1.5596 -3.3450 -1.2924
C 5.7815 -0.2394 0.3216
C 4.3109 -0.6322 0.4598
P 3.3393 -0.6439 -1.1051
C 4.0081 -2.1411 -1.9373
C 3.4387 -2.4352 -3.3241
C 3.9695 0.7092 -2.1667
C 2.9752 1.0887 -3.2660
H 6.2871 -0.3311 1.2825
H 5.8956 0.7932 -0.0119
H 6.3084 -0.8793 -0.3866
H 3.8095 0.0158 1.1826
H 4.2246 -1.6503 0.8542
H 3.8704 -2.9860 -1.2605
H 5.0877 -1.9961 -2.0055
H 2.3429 -2.4240 -3.3425
H 3.7669 -3.4155 -3.6680
H 3.7841 -1.7103 -4.0605
H 4.9268 0.4055 -2.5924
H 4.1899 1.5610 -1.5245
H 2.8138 0.2709 -3.9695
H 3.3336 1.9459 -3.8379
H 2.0003 1.3625 -2.8446
C -4.4195 -3.0684 0.1965
C -3.2910 -2.0387 0.2959
C -2.8590 -1.8233 1.7504
P -1.8106 -2.2666 -0.7938
C -2.2534 -1.6486 -2.4837
C -3.5910 -2.0450 -3.1072
C -1.0665 -1.9074 -3.4156
C -1.4301 -4.0810 -0.9295
C -1.2640 -4.7007 0.4645
C -2.3619 -4.9392 -1.7929
H -5.2708 -2.7094 0.7777
H -4.1362 -4.0355 0.6095
H -4.7614 -3.2186 -0.8251
H -3.6962 -1.0953 -0.0669
H -2.3967 -2.7176 2.1749
H -3.7306 -1.5869 2.3645
H -2.1505 -0.9951 1.8465
H -2.2990 -0.5671 -2.3288
H -3.6612 -3.1087 -3.3215
H -3.7203 -1.5107 -4.0509
H -4.4279 -1.7753 -2.4619
H -0.9178 -2.9711 -3.6129
H -0.1147 -1.5236 -3.0057
H -1.2129 -1.4110 -4.3756
H -0.4547 -4.1057 -1.4233
H -2.2303 -4.8806 0.9330
H -0.6758 -4.0816 1.1472
H -0.7706 -5.6699 0.3749
H -3.3983 -4.8995 -1.4641
H -2.0363 -5.9794 -1.7190
H -2.3212 -4.6665 -2.8456
*
```

Output
LUMO energy = -8.9 eV
Strongest force on any atom = 0.5 eV/Å
Energy = -243580.73953 eV